Version 1
Here is a cluster of 19 separate species, H36O22S in total from the OMol25 dataset. Energies are from ωB97M-V/def2-TZVPD.

Each atom is followed by the atoms it is bonded to, with distances in Å.
Cartesian coordinates (Å):
1 O 1.459 0.037 0.508  S24 1.442
2 H 2.761 -2.392 1.495  O47 0.930
3 H -0.370 2.476 0.072  O15 0.989
4 H -3.256 -0.303 2.225  O28 0.974
5 H -1.435 -2.263 0.266  O40 0.972
6 O -0.002 -0.301 -1.347  S24 1.442
7 O 1.498 0.918 -2.934  H37 0.984, H55 0.953
8 H -0.176 -3.487 -0.556  O48 0.970
9 O -0.083 -3.113 2.313  H13 0.940, H57 0.959
10 H -1.147 0.563 3.053  O33 0.991
11 O -0.384 -2.029 -2.975  H14 0.996, H56 0.934
12 O -2.155 1.916 2.437  H19 0.963, H52 0.965
13 H -0.141 -2.294 1.856  O9 0.940
14 H -0.187 -1.373 -2.252  O11 0.996
15 O -0.217 3.423 -0.169  H3 0.989, H21 0.968
16 O 2.246 2.935 -0.987  H35 0.951, H45 0.926
17 H 2.183 1.028 1.464  O39 0.963
18 H 2.041 2.321 2.243  O39 0.966
19 H -3.065 2.016 2.139  O12 0.963
20 H 2.253 -1.078 1.362  O47 0.978
21 H 0.713 3.471 -0.435  O15 0.968
22 O -2.928 1.362 -0.723  H43 0.993, H58 1.015
23 H 2.199 -1.066 -1.461  O27 0.925
24 S 0.088 -0.048 0.070  O1 1.442, O6 1.442, O32 1.423, O53 1.402
25 O 3.753 0.606 -0.581  H26 0.943, H31 0.976
26 H 4.383 0.701 0.114  O25 0.943
27 O 2.517 -1.934 -1.477  H23 0.925, H54 0.975
28 O -3.218 -0.610 1.301  H4 0.974, H41 0.937
29 O 0.862 3.537 2.420  H42 0.987, H44 0.950
30 O -1.499 0.710 -3.216  H34 0.972, H46 0.971
31 H 2.941 0.388 -0.086  O25 0.976
32 O -0.557 -1.133 0.727  S24 1.423
33 O -0.717 -0.318 3.196  H10 0.991, H49 0.994
34 H -1.786 1.508 -2.741  O30 0.972
35 H 2.902 2.287 -0.756  O16 0.951
36 O -3.121 -1.198 -1.959  H38 0.956, H50 0.955
37 H 0.885 0.531 -2.268  O7 0.984
38 H -3.539 -0.577 -1.365  O36 0.956
39 O 2.564 1.510 2.205  H17 0.963, H18 0.966
40 O -1.778 -3.032 -0.219  H5 0.972, H59 0.956
41 H -2.317 -0.840 1.184  O28 0.937
42 H 0.151 3.502 3.104  O29 0.987
43 H -1.949 1.280 -0.580  O22 0.993
44 H 0.312 3.577 1.646  O29 0.950
45 H 2.192 2.903 -1.911  O16 0.926
46 H -0.859 0.311 -2.604  O30 0.971
47 O 2.814 -1.596 1.973  H2 0.930, H20 0.978
48 O 0.654 -3.879 -0.869  H8 0.970, H51 0.949
49 H -0.957 -0.774 2.346  O33 0.994
50 H -2.455 -0.668 -2.393  O36 0.955
51 H 0.396 -4.763 -1.097  O48 0.949
52 H -1.708 1.647 1.625  O12 0.965
53 O -0.687 1.083 0.363  S24 1.402
54 H 1.823 -2.611 -1.370  O27 0.975
55 H 1.082 1.571 -3.489  O7 0.953
56 H 0.425 -1.845 -3.405  O11 0.934
57 H 0.477 -2.927 3.069  O9 0.959
58 H -3.370 0.950 0.093  O22 1.015
59 H -2.537 -2.624 -0.634  O40 0.956

Output
molar mass	420.33	g/mol
2S+1	1
HOMO	-4.473	eV
charge	-2
HOMO-LUMO gap	9.167	eV

---

Version 2
Here is a cluster of 19 separate species, H36O22S in total from the OMol25 dataset. Energies are from ωB97M-V/def2-TZVPD.

Each atom is followed by the atoms it is bonded to, with distances in Å.
Cartesian coordinates (Å):
1 H -2.562 -0.716 0.066  O59 1.028
2 S 0.066 -0.362 0.363  O7 1.426, O14 1.457, O30 1.459, O53 1.442
3 O 2.823 -2.149 -0.766  H28 0.953, H41 0.971
4 H -1.129 -1.132 2.599  O19 0.955
5 H -1.276 -2.744 1.052  O25 0.957
6 H -2.633 -1.781 -2.508  O42 0.952
7 O -0.162 0.961 0.843  S2 1.426
8 H -2.020 -1.252 3.752  O19 0.983
9 H 2.155 1.224 -2.506  O45 0.939
10 H 0.953 3.438 1.207  O36 0.942
11 H -3.176 0.270 -1.619  O17 0.940
12 H -0.966 1.825 1.878  O22 0.965
13 H -0.918 4.974 0.842  O20 0.953
14 O -1.205 -0.904 -0.100  S2 1.457
15 O 0.635 -2.886 -3.070  H18 0.965, H21 1.007
16 H 1.364 3.203 -2.340  O55 0.957
17 O -2.755 0.842 -2.235  H11 0.940, H24 0.958
18 H 0.372 -3.018 -3.989  O15 0.965
19 O -2.053 -1.001 2.802  H4 0.955, H8 0.983
20 O -0.226 4.627 0.288  H13 0.953, H49 0.974
21 H 0.143 -2.044 -2.822  O15 1.007
22 O -1.376 2.434 2.504  H12 0.965, H40 0.984
23 H 0.417 -1.551 4.142  O43 0.976
24 H -2.299 1.497 -1.706  O17 0.958
25 O -1.687 -3.592 0.886  H5 0.957, H37 0.961
26 H 3.193 -0.397 1.374  O52 0.976
27 H -0.906 1.863 -0.001  O47 0.978
28 H 3.458 -1.797 -0.149  O3 0.953
29 H 2.178 0.597 -3.878  O45 0.937
30 O 0.483 -1.204 1.480  S2 1.459
31 H -3.525 0.326 0.655  O59 0.964
32 H 0.987 2.062 1.395  O36 1.003
33 H 2.661 1.760 0.293  O44 0.959
34 H 0.582 -2.073 2.742  O43 0.999
35 H 2.198 -3.168 0.366  O38 0.979
36 O 1.623 2.834 1.475  H10 0.942, H32 1.003
37 H -2.210 -3.770 1.673  O25 0.961
38 O 1.853 -3.522 1.211  H35 0.979, H58 0.975
39 H -1.663 -1.732 -1.280  O42 0.971
40 H -2.095 1.878 2.880  O22 0.984
41 H 2.132 -1.468 -0.805  O3 0.971
42 O -1.924 -2.239 -2.066  H6 0.952, H39 0.971
43 O 0.434 -2.407 3.672  H23 0.976, H34 0.999
44 O 3.112 1.095 -0.230  H33 0.959, H51 0.964
45 O 2.724 0.931 -3.193  H9 0.939, H29 0.937
46 H 1.904 -0.958 1.954  O52 0.989
47 O -1.395 2.541 -0.508  H27 0.978, H57 0.953
48 H -1.055 0.228 -2.789  O54 0.956
49 H -0.641 3.773 0.071  O20 0.974
50 H 0.420 0.117 -2.232  O54 0.981
51 H 2.415 0.538 -0.595  O44 0.964
52 O 2.727 -0.484 2.227  H26 0.976, H46 0.989
53 O 1.013 -0.346 -0.724  S2 1.442
54 O -0.134 0.180 -3.039  H48 0.956, H50 0.981
55 O 1.172 2.596 -1.625  H16 0.957, H56 0.967
56 H 0.214 2.635 -1.500  O55 0.967
57 H -2.223 2.668 -0.054  O47 0.953
58 H 1.368 -2.722 1.485  O38 0.975
59 O -3.563 -0.494 0.150  H1 1.028, H31 0.964

Output
molar mass	420.33	g/mol
2S+1	1
HOMO	-4.266	eV
charge	-2
HOMO-LUMO gap	8.646	eV

---

Which of them is the most stable, and which is the least stable? version 1 and version 2, in that order.

---

Version 1
Here is a cluster of 4 separate species, C3H15N2O3 in total from the OMol25 dataset. Energies are from ωB97M-V/def2-TZVPD.

Each atom is followed by the atoms it is bonded to, with distances in Å.
Cartesian coordinates (Å):
1 O -2.529 -0.304 1.622  H3 0.974, C22 1.527
2 H -3.503 0.970 0.266  C22 1.050
3 H -2.692 0.410 2.264  O1 0.974
4 C -1.067 -0.242 -1.827  C6 1.553, N14 1.528, H16 1.039, H18 1.073
5 H 0.914 0.080 -2.715  N14 1.042
6 C -1.619 0.669 -0.697  C4 1.553, H21 1.148, C22 1.528
7 H 3.695 1.459 2.117  N13 1.047
8 O 3.321 -0.253 -0.775  H12 0.932, H23 0.983
9 H -0.476 -0.575 0.838  O10 0.971
10 O 0.248 -0.935 1.377  H9 0.971, H15 0.981
11 H 0.825 -0.798 -1.291  N14 0.996
12 H 4.038 -0.111 -1.353  O8 0.932
13 N 2.789 1.333 1.608  H7 1.047, H17 1.032, H19 1.024
14 N 0.375 -0.620 -2.162  C4 1.528, H5 1.042, H11 0.996
15 H -0.174 -1.733 1.761  O10 0.981
16 H -1.516 0.045 -2.719  C4 1.039
17 H 2.187 2.171 1.635  N13 1.032
18 H -1.574 -1.165 -1.617  C4 1.073
19 H 2.158 0.645 2.028  N13 1.024
20 H -3.352 -0.576 -0.262  C22 1.099
21 H -1.546 1.792 -0.921  C6 1.148
22 C -2.766 0.225 0.210  O1 1.527, H2 1.050, C6 1.528, H20 1.099
23 H 3.268 0.419 -0.060  O8 0.983

Output
molar mass	127.16	g/mol
2S+1	1
HOMO	-13.116	eV
charge	+1
HOMO-LUMO gap	4.727	eV

---

Version 2
Here is a cluster of 4 separate species, C3H15N2O3 in total from the OMol25 dataset. Energies are from ωB97M-V/def2-TZVPD.

Each atom is followed by the atoms it is bonded to, with distances in Å.
Cartesian coordinates (Å):
1 H -1.651 1.836 -0.087  N6 1.010
2 H 1.495 -0.168 -0.555  N22 1.058
3 H -0.078 -1.579 1.465  C15 1.072
4 C -2.394 -0.521 0.623  H14 1.092, H17 1.091, H19 1.093, C21 1.472
5 H -1.499 0.075 -3.907  O9 0.960
6 N -0.886 1.189 -0.215  H1 1.010, H20 1.010, C21 1.418
7 O 1.652 0.186 -2.227  H11 0.990, H23 0.957
8 H 1.664 0.642 0.885  N22 1.019
9 O -0.614 0.430 -3.799  H5 0.960, H18 0.953
10 H 0.320 -0.516 4.608  O16 0.956
11 H 0.793 0.147 -2.718  O7 0.990
12 H 1.739 -0.816 5.059  O16 0.951
13 H 2.074 -0.993 0.793  N22 1.022
14 H -2.549 -1.324 1.347  C4 1.092
15 C 0.081 -0.713 0.854  H3 1.072, C21 1.337, N22 1.455
16 O 1.234 -0.458 4.337  H10 0.956, H12 0.951
17 H -2.816 -0.862 -0.323  C4 1.091
18 H -0.176 0.561 -4.635  O9 0.953
19 H -3.074 0.281 0.922  C4 1.093
20 H -0.466 1.107 -1.130  N6 1.010
21 C -1.011 -0.030 0.499  C4 1.472, N6 1.418, C15 1.337
22 N 1.419 -0.267 0.495  H2 1.058, H8 1.019, H13 1.022, C15 1.455
23 H 2.005 1.065 -2.367  O7 0.957

Output
molar mass	127.16	g/mol
2S+1	1
HOMO	-12.789	eV
charge	+1
HOMO-LUMO gap	10.011	eV

---

Which of them is the most stable, and which is the least stable? version 2 and version 1, in that order.

---

Version 1
Here is an isolated molecule of C3H7N5O from the OMol25 dataset. Energies are from ωB97M-V/def2-TZVPD.

Each atom is followed by the atoms it is bonded to, with distances in Å.
Cartesian coordinates (Å):
1 N -0.329 1.290 -3.009  C11 1.261, H14 1.014
2 N -0.566 -0.710 0.545  O4 1.399, C9 1.417, C13 1.383
3 H 1.050 1.151 1.072  N8 1.032
4 O -1.395 -1.832 0.447  N2 1.399, H15 0.979
5 H 1.483 0.572 2.674  N8 1.013
6 N -0.013 -1.379 2.751  H7 1.013, C9 1.288
7 H -0.488 -2.195 2.383  N6 1.013
8 N 0.805 0.623 1.923  H3 1.032, H5 1.013, C9 1.365
9 C 0.114 -0.546 1.777  N2 1.417, N6 1.288, N8 1.365
10 H 1.687 1.532 -2.454  C11 1.088
11 C 0.653 1.288 -2.217  N1 1.261, H10 1.088, N12 1.442
12 N 0.533 0.850 -0.849  C11 1.442, C13 1.285
13 C -0.351 -0.062 -0.658  N2 1.383, N12 1.285, H16 1.118
14 H 0.004 1.549 -3.930  N1 1.014
15 H -2.181 -1.609 0.986  O4 0.979
16 H -1.005 -0.523 -1.439  C13 1.118

Output
molar mass	129.12	g/mol
2S+1	1
HOMO	-9.036	eV
SMILES	[H]/N=C(/N)N(O)/C=N/C=N/[H]
HOMO-LUMO gap	9.641	eV

---

Version 2
Here is an isolated molecule of C3H7N5O from the OMol25 dataset. Energies are from ωB97M-V/def2-TZVPD.

Each atom is followed by the atoms it is bonded to, with distances in Å.
Cartesian coordinates (Å):
1 H -0.216 -1.708 1.793  N9 1.023
2 C -1.147 -0.733 -0.657  N3 1.471, C7 1.294, H13 1.099
3 N -1.928 -0.226 0.482  C2 1.471, N4 1.372, H11 1.073
4 N -1.238 0.479 1.437  N3 1.372, N6 1.295, H12 1.056
5 H 2.582 1.750 -0.809  N10 1.027
6 N -0.094 0.188 1.969  N4 1.295, N9 1.212
7 C 0.038 -0.276 -0.906  C2 1.294, C8 1.344
8 C 1.196 0.341 -0.615  C7 1.344, N10 1.390, O14 1.328
9 N 0.372 -0.924 2.085  H1 1.023, N6 1.212
10 N 1.633 1.549 -1.146  H5 1.027, C8 1.390, H15 1.052
11 H -2.262 -1.102 1.004  N3 1.073
12 H -1.421 1.506 1.270  N4 1.056
13 H -1.736 -1.180 -1.469  C2 1.099
14 O 2.168 -0.292 0.032  C8 1.328, H16 1.063
15 H 1.361 1.656 -2.157  N10 1.052
16 H 1.854 -0.830 0.892  O14 1.063

Output
molar mass	129.12	g/mol
2S+1	1
HOMO	-8.106	eV
SMILES	[H]/N=N\NNC=C=C(N)O
HOMO-LUMO gap	8.968	eV

---

Which of them is the most stable, and which is the least stable? version 1 and version 2, in that order.